The following is a DFT calculation (ωB97M-V/def2-TZVPD) of a cluster of 2 separate species, C30H62N3O3 in total.

Energy above the lowest of the compared OMol25 structures with the same formula, charge and spin = 0.0 kJ/mol
Strongest force on any atom = 0.9 eV/Å
Charge = +1
E_HOMO = -10.88 eV
Lowest unoccupied orbital energy = -2.481 eV
Orbital gap = 8.40 eV

Each atom is followed by the atoms it is bonded to, with distances in Å.
CARTESIAN COORDINATES (ANGSTROEM)
1 O 5.646 -6.381 2.601  C7 1.413, H54 0.955
2 O -4.091 6.814 -1.973  C17 1.415, C18 1.407
3 O -7.757 1.815 -0.703  C23 1.209
4 N 2.531 -2.786 0.584  C28 1.499, C34 1.393, H42 1.017
5 N 1.473 -1.118 1.818  C24 1.476, C34 1.310, H76 1.011
6 N 3.762 -0.971 1.488  C22 1.476, C29 1.484, C34 1.349
7 C 5.546 -5.063 2.104  O1 1.413, C31 1.529, H38 1.100, H50 1.092
8 C -4.355 4.054 -0.342  C9 1.539, C15 1.542, H58 1.095, H91 1.091
9 C -5.015 4.116 -1.730  C8 1.539, C27 1.532, H53 1.092, H70 1.090
10 C 2.959 -4.384 -4.031  C16 1.527, H40 1.090, H55 1.092, H77 1.093
11 C -2.730 -0.438 1.153  C14 1.531, C25 1.530, H47 1.095, H92 1.095
12 C -10.000 1.446 -1.401  C23 1.508, H60 1.086, H63 1.092, H74 1.092
13 C 4.854 2.713 1.474  C26 1.542, H68 1.090, H81 1.088, H89 1.092
14 C -3.953 0.475 1.030  C11 1.531, C21 1.530, H52 1.094, H80 1.093
15 C -4.776 2.840 0.511  C8 1.542, C21 1.536, H59 1.091, H64 1.092
16 C 3.784 -3.627 -2.993  C10 1.527, C19 1.538, C33 1.531, H75 1.093
17 C -3.262 5.813 -2.532  O2 1.415, C27 1.519, H86 1.098, H97 1.096
18 C -3.456 7.653 -1.040  O2 1.407, H48 1.088, H83 1.096, H90 1.096
19 C 3.034 -3.665 -1.651  C16 1.538, C28 1.526, H41 1.092, H95 1.094
20 C 4.904 -2.500 -0.183  C22 1.538, C28 1.537, C35 1.536, H98 1.092
21 C -3.613 1.966 1.005  C14 1.530, C15 1.536, H49 1.097, H73 1.094
22 C 4.922 -1.839 1.206  N6 1.476, C20 1.538, H56 1.089, H61 1.087
23 C -8.655 1.023 -0.868  O3 1.209, C12 1.508, C30 1.510
24 C 0.106 -1.630 1.600  N5 1.476, C36 1.534, H69 1.085, H94 1.091
25 C -1.773 -0.020 2.271  C11 1.530, C36 1.528, H43 1.093, H82 1.095
26 C 4.899 1.239 1.922  C13 1.542, C29 1.525, C32 1.523, H45 1.093
27 C -4.102 4.592 -2.865  C9 1.532, C17 1.519, H67 1.092, H78 1.095
28 C 3.432 -2.629 -0.604  N4 1.499, C19 1.526, C20 1.537, H39 1.094
29 C 3.889 0.453 1.092  N6 1.484, C26 1.525, H62 1.095, H84 1.091
30 C -8.487 -0.444 -0.549  C23 1.510, H44 1.087, H88 1.092, H96 1.092
31 C 5.235 -5.009 0.608  C7 1.529, C35 1.540, H71 1.094, H85 1.092
32 C 4.627 1.082 3.412  C26 1.523, H51 1.091, H57 1.095, H66 1.089
33 C 4.088 -2.210 -3.488  C16 1.531, H72 1.091, H79 1.090, H93 1.094
34 C 2.585 -1.610 1.328  N4 1.393, N5 1.310, N6 1.349
35 C 5.760 -3.775 -0.150  C20 1.536, C31 1.540, H37 1.090, H65 1.095
36 C -0.825 -1.134 2.713  C24 1.534, C25 1.528, H46 1.094, H87 1.091
37 H 5.989 -4.063 -1.176  C35 1.090
38 H 4.801 -4.510 2.693  C7 1.100
39 H 3.141 -1.654 -1.006  C28 1.094
40 H 3.547 -4.600 -4.923  C10 1.090
41 H 3.121 -4.665 -1.221  C19 1.092
42 H 2.769 -3.606 1.138  N4 1.017
43 H -2.353 0.295 3.142  C25 1.093
44 H -7.484 -0.630 -0.172  C30 1.087
45 H 5.897 0.847 1.711  C26 1.093
46 H -0.218 -0.787 3.555  C36 1.094
47 H -3.057 -1.466 1.344  C11 1.095
48 H -4.233 8.172 -0.482  C18 1.088
49 H -2.738 2.119 0.361  C21 1.097
50 H 6.516 -4.601 2.299  C7 1.092
51 H 4.794 0.061 3.757  C32 1.091
52 H -4.649 0.259 1.846  C14 1.094
53 H -5.392 3.121 -1.981  C9 1.092
54 H 4.964 -6.929 2.218  O1 0.955
55 H 2.588 -5.335 -3.644  C10 1.092
56 H 4.913 -2.616 1.969  C22 1.089
57 H 3.595 1.353 3.654  C32 1.095
58 H -3.266 4.050 -0.457  C8 1.095
59 H -5.473 2.225 -0.060  C15 1.091
60 H -10.006 2.515 -1.593  C12 1.086
61 H 5.822 -1.255 1.378  C22 1.087
62 H 4.149 0.485 0.028  C29 1.095
63 H -10.226 0.902 -2.320  C12 1.092
64 H -5.345 3.190 1.375  C15 1.092
65 H 6.723 -3.500 0.294  C35 1.095
66 H 5.276 1.741 3.988  C32 1.089
67 H -4.715 4.829 -3.738  C27 1.092
68 H 4.525 3.358 2.288  C13 1.090
69 H 0.160 -2.713 1.550  C24 1.085
70 H -5.891 4.764 -1.699  C9 1.090
71 H 4.159 -5.138 0.457  C31 1.094
72 H 5.012 -1.800 -3.080  C33 1.091
73 H -3.310 2.287 2.006  C21 1.094
74 H -10.783 1.193 -0.683  C12 1.092
75 H 4.729 -4.163 -2.875  C16 1.093
76 H 1.566 -0.297 2.402  N5 1.011
77 H 2.094 -3.793 -4.341  C10 1.093
78 H -3.424 3.788 -3.171  C27 1.095
79 H 4.198 -2.205 -4.573  C33 1.090
80 H -4.482 0.234 0.105  C14 1.093
81 H 5.830 3.072 1.151  C13 1.088
82 H -1.193 0.856 1.963  C25 1.095
83 H -2.814 8.394 -1.528  C18 1.096
84 H 2.911 0.923 1.205  C29 1.091
85 H 5.699 -5.891 0.163  C31 1.092
86 H -2.789 6.194 -3.447  C17 1.098
87 H -1.402 -1.976 3.096  C36 1.091
88 H -8.667 -1.044 -1.443  C30 1.092
89 H 4.166 2.868 0.640  C13 1.092
90 H -2.845 7.071 -0.339  C18 1.096
91 H -4.585 4.977 0.194  C8 1.091
92 H -2.213 -0.449 0.188  C11 1.095
93 H 3.275 -1.518 -3.253  C33 1.094
94 H -0.226 -1.275 0.624  C24 1.091
95 H 1.969 -3.518 -1.850  C19 1.094
96 H -9.226 -0.751 0.194  C30 1.092
97 H -2.451 5.571 -1.835  C17 1.096
98 H 5.375 -1.827 -0.903  C20 1.092

The following is a DFT calculation (ωB97M-V/def2-TZVPD) of a cluster of 8 separate species, C30H62O8 in total.

Energy above the lowest of the compared OMol25 structures with the same formula, charge and spin = 0.0 kJ/mol
SMILES = C1CCOC1.C1CCOC1.C1CCOC1.C1CCOC1.C1CCOC1.C1CCOC1.C1CCOC1.CCO
Strongest force on any atom = 1.2 eV/Å
Charge = 0
E_HOMO = -9.49 eV
Lowest unoccupied orbital energy = 0.508 eV
Orbital gap = 10.00 eV

Each atom is followed by the atoms it is bonded to, with distances in Å.
CARTESIAN COORDINATES (ANGSTROEM)
1 O -5.820 -0.325 2.171  C9 1.407, C16 1.423
2 O 1.296 1.400 -6.080  C33 1.421, C38 1.430
3 O 4.763 -1.977 1.981  C24 1.425, C31 1.422
4 O -0.225 -0.270 0.378  C22 1.442, H99 0.965
5 O -3.281 4.319 -1.689  C30 1.417, C35 1.417
6 O 1.222 -0.236 3.022  C14 1.426, C32 1.440
7 O -1.669 -5.574 1.859  C28 1.419, C37 1.431
8 O 1.921 3.784 -1.719  C15 1.422, C18 1.427
9 C -4.767 0.457 2.681  O1 1.407, C29 1.527, H79 1.092, H94 1.103
10 C -4.185 0.017 0.487  C16 1.533, C29 1.516, H96 1.093, H100 1.097
11 C 0.854 0.699 5.092  C14 1.509, C34 1.517, H40 1.093, H88 1.089
12 C 3.621 -3.451 0.595  C13 1.540, C31 1.510, H45 1.088, H53 1.088
13 C 4.435 -4.298 1.591  C12 1.540, C24 1.535, H54 1.089, H72 1.092
14 C 0.954 -0.622 4.369  O6 1.426, C11 1.509, H44 1.099, H56 1.090
15 C 1.572 2.646 -0.940  O8 1.422, C26 1.513, H86 1.093, H93 1.099
16 C -5.569 -0.568 0.792  O1 1.423, C10 1.533, H82 1.092, H98 1.095
17 C -1.028 1.606 -5.639  C19 1.513, C33 1.534, H41 1.093, H63 1.091
18 C 3.335 3.791 -1.909  O8 1.427, C20 1.531, H49 1.091, H77 1.097
19 C -0.252 2.714 -4.962  C17 1.513, C38 1.516, H62 1.094, H69 1.089
20 C 3.873 2.468 -1.358  C18 1.531, C26 1.526, H50 1.089, H68 1.090
21 C -2.137 2.223 -1.538  C27 1.531, C35 1.550, H57 1.096, H74 1.090
22 C 0.359 -1.021 -0.704  O4 1.442, C23 1.502, H75 1.094, H85 1.095
23 C -0.712 -1.262 -1.730  C22 1.502, H46 1.092, H58 1.090, H66 1.091
24 C 5.247 -3.258 2.375  O3 1.425, C13 1.535, H48 1.091, H80 1.098
25 C -0.233 -3.821 2.487  C28 1.527, C36 1.522, H89 1.086, H90 1.096
26 C 2.853 2.239 -0.246  C15 1.513, C20 1.526, H55 1.094, H92 1.093
27 C -3.289 2.141 -2.543  C21 1.531, C30 1.521, H73 1.092, H81 1.090
28 C -0.733 -5.213 2.862  O7 1.419, C25 1.527, H39 1.089, H52 1.098
29 C -3.532 0.116 1.851  C9 1.527, C10 1.516, H42 1.089, H71 1.087
30 C -3.624 3.592 -2.855  O5 1.417, C27 1.521, H60 1.090, H84 1.098
31 C 3.484 -2.176 1.394  O3 1.422, C12 1.510, H65 1.098, H95 1.093
32 C 2.147 0.865 3.092  O6 1.440, C34 1.555, H67 1.094, H76 1.089
33 C 0.024 1.032 -6.597  O2 1.421, C17 1.534, H59 1.094, H83 1.097
34 C 2.050 1.444 4.531  C11 1.517, C32 1.555, H78 1.088, H87 1.090
35 C -2.190 3.690 -1.040  O5 1.417, C21 1.550, H43 1.096, H97 1.090
36 C -1.507 -3.203 1.926  C25 1.522, C37 1.540, H47 1.091, H61 1.094
37 C -2.103 -4.401 1.164  O7 1.431, C36 1.540, H64 1.095, H70 1.089
38 C 1.116 2.072 -4.830  O2 1.430, C19 1.516, H51 1.090, H91 1.100
39 H 0.062 -5.955 2.913  C28 1.089
40 H -0.070 1.163 4.742  C11 1.093
41 H -1.355 0.819 -4.955  C17 1.093
42 H -3.142 -0.856 2.149  C29 1.089
43 H -1.262 4.189 -1.341  C35 1.096
44 H 1.765 -1.269 4.729  C14 1.099
45 H 2.681 -3.960 0.396  C12 1.088
46 H -0.303 -1.903 -2.514  C23 1.092
47 H -1.401 -2.350 1.254  C36 1.091
48 H 6.323 -3.302 2.203  C24 1.091
49 H 3.600 3.984 -2.950  C18 1.091
50 H 4.888 2.605 -0.986  C20 1.089
51 H 1.924 2.789 -4.684  C38 1.090
52 H -1.243 -5.175 3.834  C28 1.098
53 H 4.183 -3.256 -0.316  C12 1.088
54 H 5.063 -5.068 1.146  C13 1.089
55 H 3.071 2.886 0.609  C26 1.094
56 H 0.031 -1.202 4.386  C14 1.090
57 H -1.172 2.097 -2.043  C21 1.096
58 H -1.064 -0.338 -2.189  C23 1.090
59 H -0.101 -0.047 -6.737  C33 1.094
60 H -4.688 3.750 -3.030  C30 1.090
61 H -2.214 -2.913 2.709  C36 1.094
62 H -0.087 3.558 -5.638  C19 1.094
63 H -1.923 1.977 -6.140  C17 1.091
64 H -1.687 -4.447 0.153  C37 1.095
65 H 2.716 -2.229 2.178  C31 1.098
66 H -1.573 -1.752 -1.275  C23 1.091
67 H 3.135 0.454 2.866  C32 1.094
68 H 3.850 1.654 -2.082  C20 1.090
69 H -0.684 3.106 -4.043  C19 1.089
70 H -3.191 -4.342 1.133  C37 1.089
71 H -2.789 0.905 1.942  C29 1.087
72 H 3.732 -4.802 2.257  C13 1.092
73 H -2.938 1.565 -3.402  C27 1.092
74 H -2.110 1.400 -0.824  C21 1.090
75 H 0.729 -1.980 -0.330  C22 1.094
76 H 1.891 1.608 2.337  C32 1.089
77 H 3.754 4.616 -1.319  C18 1.097
78 H 1.907 2.522 4.528  C34 1.088
79 H -4.628 0.328 3.757  C9 1.092
80 H 5.111 -3.372 3.459  C24 1.098
81 H -4.158 1.612 -2.150  C27 1.090
82 H -5.595 -1.643 0.606  C16 1.092
83 H -0.104 1.453 -7.602  C33 1.097
84 H -3.101 3.962 -3.746  C30 1.098
85 H 1.178 -0.432 -1.130  C22 1.095
86 H 0.767 2.875 -0.237  C15 1.093
87 H 3.008 1.211 4.995  C34 1.090
88 H 0.805 0.650 6.179  C11 1.089
89 H 0.234 -3.270 3.298  C25 1.086
90 H 0.463 -3.920 1.645  C25 1.096
91 H 1.222 1.333 -4.022  C38 1.100
92 H 2.836 1.227 0.166  C26 1.093
93 H 1.159 1.851 -1.576  C15 1.099
94 H -4.994 1.531 2.569  C9 1.103
95 H 3.255 -1.307 0.772  C31 1.093
96 H -4.176 0.989 -0.011  C10 1.093
97 H -2.284 3.771 0.042  C35 1.090
98 H -6.323 -0.096 0.152  C16 1.095
99 H 0.405 -0.296 1.109  O4 0.965
100 H -3.657 -0.594 -0.256  C10 1.097